# 1
# C4H4Cl4O

C4H4Cl4O in the gas phase in a non-equilibrium geometry (ωB97M-V/def2-TZVPD, OMol25).

```
13
Properties=species:S:1:pos:R:3
C 1.22 0.60 -0.12
C -0.29 0.67 -0.15
Cl -0.97 2.24 0.14
C -1.09 -0.38 -0.07
Cl -0.34 -1.90 0.00
C -2.62 -0.62 -0.09
O -2.82 -1.91 -0.24
Cl -3.32 0.09 1.52
Cl -3.39 0.34 -1.39
H 1.28 0.09 0.83
H 1.44 -0.03 -0.93
H 1.85 1.46 -0.22
H -3.76 -2.05 -0.63
```

The calculation puts the energy above the lowest of the compared OMol25 structures with the same formula, charge and spin at 82.0 kJ/mol. The calculation puts the LUMO energy at 0.0190 Ha. The gap between HOMO and LUMO comes out at 0.362 Ha. The SMILES is C/C(Cl)=C(\Cl)C(O)(Cl)Cl. The total energy is -2070.77845 Eh.

---

# 2
# C4H4ClFN2

C4H4ClFN2 in the gas phase in a non-equilibrium geometry (ωB97M-V/def2-TZVPD, OMol25).

```
12
Properties=species:S:1:pos:R:3
H -1.33 -2.95 -0.34
N -0.87 -2.96 -1.14
C -0.57 -1.76 -1.74
N -0.09 -1.48 -3.07
C -0.61 -0.57 -0.92
C -0.20 0.40 -0.17
C -0.14 1.12 1.14
F -0.42 0.28 2.21
Cl 1.23 2.23 1.49
H 0.86 -0.88 -2.91
H 0.07 -2.46 -3.49
H -0.89 1.83 1.06
```

The calculation puts the energy above the lowest of the compared OMol25 structures with the same formula, charge and spin at 314.9 kJ/mol. The calculation puts the LUMO energy at -0.0086 Ha. The gap between HOMO and LUMO comes out at 0.353 Ha. The SMILES is [H]/N=C(/N)C#C[C@@H](F)Cl. The total energy is -824.24507 Eh.

---

# 3
# C4H4ClIO

3 unconnected molecules or ions with the total composition C4H4ClIO in a non-equilibrium geometry (ωB97M-V/def2-TZVPD, OMol25).

```
11
Properties=species:S:1:pos:R:3
C -1.06 0.11 0.48
C -1.99 0.91 0.30
C 0.50 -1.81 -0.55
C -3.10 1.64 0.03
O 1.56 -1.81 0.03
Cl -0.35 -3.20 -1.04
I 5.54 0.97 0.10
H -0.15 -0.36 0.86
H -4.04 1.22 -0.06
H 6.14 -0.40 -0.20
H -3.04 2.73 0.05
```

The calculation puts the energy above the lowest of the compared OMol25 structures with the same formula, charge and spin at 456.2 kJ/mol. The calculation puts the LUMO energy (alpha / beta) at -0.0501 / -0.0292 Ha. The gap between HOMO and LUMO (alpha / beta) comes out at 0.260 / 0.315 Ha. The total energy is -987.73417 Eh.

---

# 4
# C4H4ClN3

2 unconnected molecules or ions with the total composition C4H4ClN3 in a non-equilibrium geometry (ωB97M-V/def2-TZVPD, OMol25).

```
12
Properties=species:S:1:pos:R:3
C 1.17 -0.68 -0.04
C 0.15 -1.52 0.16
C -1.06 -0.51 -0.17
C 0.81 0.69 -0.12
H 0.02 -2.51 0.15
H -3.04 -0.03 -0.15
H -1.13 1.42 1.05
H 1.31 2.56 0.08
N -2.39 -0.87 -0.12
N -0.49 0.71 -0.71
N 1.73 1.65 0.11
Cl 2.91 -0.91 -0.23
```

The calculation puts the energy above the lowest of the compared OMol25 structures with the same formula, charge and spin at 750.4 kJ/mol. The calculation puts the LUMO energy at -0.1121 Ha. The gap between HOMO and LUMO comes out at 0.240 Ha. The total energy is -779.02457 Eh.

---

# 5
# C4H4ClN3O7

2 unconnected molecules or ions with the total composition C4H4ClN3O7 in a non-equilibrium geometry (ωB97M-V/def2-TZVPD, OMol25).

```
19
Properties=species:S:1:pos:R:3
O -0.53 0.59 -0.80
N -0.69 0.57 0.43
O -0.04 1.21 1.17
C -1.85 -0.18 0.87
C -2.25 -0.19 2.14
N -3.37 -0.94 2.65
O -3.35 -1.31 3.78
O -4.16 -1.27 1.82
H -2.22 -0.86 0.06
H -1.90 0.43 2.93
C 2.39 0.04 -0.84
N 2.85 -0.68 0.10
O 3.33 -0.54 1.14
O 2.36 -2.21 -0.15
C 1.11 -2.48 -0.35
O 0.11 -1.87 0.00
Cl 0.89 -3.82 -1.49
H 2.80 1.08 -0.72
H 1.90 -0.46 -1.71
```

The calculation puts the energy above the lowest of the compared OMol25 structures with the same formula, charge and spin at 187.2 kJ/mol. The calculation puts the LUMO energy at -0.0595 Ha. The gap between HOMO and LUMO comes out at 0.333 Ha. The SMILES is O=[N+]([O-])/C=C/[N+](=O)[O-].C=[N+]([O-])OC(=O)Cl. The total energy is -1305.58917 Eh.

---

# 6
# C4H4ClNOS

C4H4ClNOS in the gas phase in a non-equilibrium geometry (ωB97M-V/def2-TZVPD, OMol25).

```
12
Properties=species:S:1:pos:R:3
C 2.26 -0.98 0.54
S 1.50 -0.02 -0.96
C -0.16 0.35 -0.46
C -0.81 1.54 -0.07
N -2.15 1.19 0.04
C -2.23 -0.04 -0.32
Cl -3.79 -0.69 -0.35
O -1.13 -0.68 -0.63
H 3.09 -1.53 0.04
H 1.33 -1.58 0.92
H 2.44 -0.14 1.34
H -0.35 2.58 -0.09
```

The calculation puts the energy above the lowest of the compared OMol25 structures with the same formula, charge and spin at 128.2 kJ/mol. The calculation puts the LUMO energy at 0.0193 Ha. The gap between HOMO and LUMO comes out at 0.352 Ha. The SMILES is CSc1cnc(Cl)o1. The total energy is -1143.13840 Eh.

---

# 7
# C4H4ClNOS

A molecular structure, C4H4ClNOS in a non-equilibrium geometry (ωB97M-V/def2-TZVPD, OMol25).

```
12
Properties=species:S:1:pos:R:3
C 3.06 1.22 1.13
C 4.04 0.94 0.48
C 0.51 -1.12 -0.15
C -0.89 -0.66 -0.42
N 1.41 -1.12 -1.05
O 2.38 -1.41 -1.68
S 1.30 -1.99 1.10
Cl 5.29 0.09 -0.17
H 2.05 1.40 1.43
H -1.37 0.25 0.20
H -1.17 -0.70 -1.45
H -1.58 -1.55 -0.14
```

The calculation puts the energy above the lowest of the compared OMol25 structures with the same formula, charge and spin at 672.0 kJ/mol. The calculation puts the LUMO energy (alpha / beta) at -0.0578 / -0.0564 Ha. The gap between HOMO and LUMO (alpha / beta) comes out at 0.253 / 0.255 Ha. The total energy is -1142.93129 Eh.

---

# 8
# C4H4CoO2

A molecular structure, C4H4CoO2 in a non-equilibrium geometry (ωB97M-V/def2-TZVPD, OMol25).

```
11
Properties=species:S:1:pos:R:3
C -1.43 -0.63 -0.70
O -1.31 0.64 -0.95
H -2.17 1.01 -1.21
C 0.04 -1.39 -0.59
C 0.24 -0.66 0.67
C 0.79 0.55 0.78
O 0.70 1.71 1.08
Co 1.52 3.24 1.31
H -0.24 -2.44 -0.44
H 0.69 -1.16 -1.44
H 1.16 -0.88 1.48
```

Its expectation value of S² is 6.02. The calculation puts the energy above the lowest of the compared OMol25 structures with the same formula, charge and spin at 195.3 kJ/mol. As for the total charge: +3. The spin multiplicity is 5. The calculation puts the LUMO energy (alpha / beta) at -0.5719 / -0.6416 Ha. The gap between HOMO and LUMO (alpha / beta) comes out at 0.314 / 0.257 Ha. The total energy is -1686.44186 Eh.

---

# 9
# C4H4CoO5

A molecular structure, C4H4CoO5 in a non-equilibrium geometry (ωB97M-V/def2-TZVPD, OMol25).

```
14
Properties=species:S:1:pos:R:3
O 1.10 -0.44 0.40
H -2.34 0.26 -1.40
O 1.09 1.80 0.33
O -0.37 0.66 -1.00
C -1.50 -0.16 -0.83
C -1.75 -0.12 0.70
O -0.73 0.71 1.20
C 0.34 0.70 0.24
H -1.31 -1.18 -1.18
H -1.69 -1.13 1.14
H -2.73 0.32 0.96
Co 2.59 0.81 0.72
C 3.38 -0.60 -0.53
O 3.93 -1.64 -0.76
```

Its expectation value of S² is 8.77. The calculation puts the energy above the lowest of the compared OMol25 structures with the same formula, charge and spin at 26.0 kJ/mol. The spin multiplicity is 6. The calculation puts the LUMO energy (alpha / beta) at 0.0036 / -0.1407 Ha. The gap between HOMO and LUMO (alpha / beta) comes out at 0.245 / 0.254 Ha. The total energy is -1913.59713 Eh.

---

# 10
# C4H4CsLi2O5

A molecular structure, C4H4CsLi2O5 in a non-equilibrium geometry (ωB97M-V/def2-TZVPD, OMol25).

```
16
Properties=species:S:1:pos:R:3
O 4.03 -0.41 -0.36
C 3.09 0.37 -0.05
O 3.18 1.62 -0.14
Li 5.00 1.26 -0.78
O 1.92 -0.12 0.39
C 0.73 0.46 -0.10
C -0.38 -0.55 0.13
H 0.82 0.68 -1.17
H 0.51 1.40 0.43
H -0.23 -1.44 -0.49
H -0.44 -0.85 1.18
O -1.60 0.10 -0.25
C -2.81 -0.35 0.18
O -2.83 -1.36 0.89
Cs -8.04 -2.03 1.36
Li -2.95 1.21 -1.24
```

As for the total charge: +1. The calculation puts the LUMO energy at -0.1381 Ha. The gap between HOMO and LUMO comes out at 0.219 Ha. The total energy is -566.08125 Eh.